Record 1
C2H5NO2 | the ωB97M-V functional and the def2-TZVPD basis

Geometry as XYZ:
```
10
Properties=species:S:1:pos:R:3
C -0.458 -0.912 -0.048
C 0.358 0.309 0.384
N -0.751 1.165 0.102
O -1.652 0.213 -0.477
O 1.519 0.560 -0.463
H 0.023 -1.250 -1.015
H -0.920 -1.609 0.647
H 0.712 0.249 1.461
H -1.079 1.588 0.987
H 1.212 1.218 -1.064
```

Summary:
E: -284.30656 Ha
energy above the lowest of the compared OMol25 structures with the same formula, charge and spin: 4.376 eV
strongest force on any atom: 0.076 hartree/bohr
gap between HOMO and LUMO: 9.979 eV
SMILES: O[C@@H]1CON1


Record 2
C8H5BrClNO | the ωB97M-V functional and the def2-TZVPD basis

Geometry as XYZ:
```
17
Properties=species:S:1:pos:R:3
C -0.761 1.737 -1.687
C 0.024 2.594 -1.037
C -0.826 0.522 -0.858
C 0.024 0.860 0.223
C -1.612 -0.682 -0.851
C 0.933 -1.474 1.251
C -0.715 -1.451 1.164
C 0.232 -0.250 1.515
N -1.600 -1.525 0.086
O 0.529 2.122 0.100
Cl -2.584 -0.930 -2.300
Br 0.302 0.558 3.260
H -1.413 2.044 -2.567
H 0.092 3.698 -1.067
H 1.253 -2.038 2.160
H 1.764 -1.391 0.527
H -1.036 -2.060 1.954
```

Summary:
E: -3471.94266 Ha
strongest force on any atom: 0.090 hartree/bohr
gap between HOMO and LUMO: 9.429 eV
SMILES: ClC1=N[C@H]2C[C@@]2(Br)c2occc21


Record 3
C2H8N3OP | the ωB97M-V functional and the def2-TZVPD basis

Geometry as XYZ:
```
15
Properties=species:S:1:pos:R:3
C -0.101 1.306 0.244
C -1.505 1.349 0.023
N -0.765 0.454 0.956
N -1.954 -1.610 -0.583
N 2.942 0.569 0.170
O 0.545 -1.828 -0.112
P -0.739 -1.699 0.633
H 3.751 0.660 0.775
H 0.906 1.467 0.102
H -2.106 2.308 0.384
H -2.062 0.806 -0.799
H -1.699 -1.896 -1.482
H -2.887 -1.766 -0.351
H 3.392 0.019 -0.594
H 2.282 -0.140 0.635
```

Summary:
E: -661.79395 Ha
energy above the lowest of the compared OMol25 structures with the same formula, charge and spin: 2.264 eV
strongest force on any atom: 0.073 hartree/bohr
gap between HOMO and LUMO: 8.697 eV


Record 4
C10H17ClN3 | the ωB97M-V functional and the def2-TZVPD basis

Geometry as XYZ:
```
31
Properties=species:S:1:pos:R:3
C -2.471 -1.361 -0.145
C 3.174 0.071 -0.251
C 2.682 1.402 0.441
C 2.150 -0.625 -1.046
C 1.263 1.186 1.166
C 0.872 -0.918 -0.218
C 0.343 0.522 0.099
C -1.223 0.459 0.488
C -3.274 -2.331 -0.735
C -1.722 1.902 0.627
N -2.083 -1.377 1.282
N -1.468 -0.368 1.506
N -2.031 -0.259 -0.605
Cl -1.446 2.821 -0.868
H 4.130 0.231 -0.740
H 3.485 -0.571 0.642
H 3.537 1.913 1.166
H 2.369 2.100 -0.325
H 1.786 -0.130 -2.043
H 2.478 -1.677 -1.360
H 1.560 0.487 1.903
H 0.862 2.162 1.420
H 0.137 -1.365 -0.951
H 0.965 -1.523 0.798
H 0.609 1.215 -0.781
H -2.780 -3.217 -0.768
H -3.842 -2.199 -1.656
H -4.008 -2.469 0.129
H -1.191 2.280 1.575
H -2.873 1.777 0.860
H -1.989 -0.137 -1.612
```

Summary:
net charge: +1
E: -1015.33287 Ha
energy above the lowest of the compared OMol25 structures with the same formula, charge and spin: 3.703 eV
strongest force on any atom: 0.105 hartree/bohr
gap between HOMO and LUMO: 8.598 eV
SMILES: CC1=[NH+][C@](CCl)(C2CCCCC2)N=N1


Record 5
C2H9NO4 | the ωB97M-V functional and the def2-TZVPD basis

Geometry as XYZ:
```
16
Properties=species:S:1:pos:R:3
O 0.689 0.677 0.220
C -0.125 -0.176 0.573
O 0.151 -1.196 1.329
C -1.592 -0.022 0.295
N -1.969 1.095 -0.529
H 1.119 -1.368 1.312
H -1.999 -0.944 -0.148
H -2.058 0.073 1.286
H -2.513 1.839 -0.079
H -1.070 1.537 -0.725
H 0.640 -0.183 -1.882
H -0.372 -0.419 -3.082
O 0.360 0.107 -2.753
H 3.677 -0.523 1.498
H 2.332 0.049 1.007
O 2.730 -0.546 1.679
```

Summary:
E: -437.33227 Ha
energy above the lowest of the compared OMol25 structures with the same formula, charge and spin: 0.412 eV
strongest force on any atom: 0.043 hartree/bohr
gap between HOMO and LUMO: 10.279 eV
SMILES: NCC(=O)O.O.O


Record 6
FIO2S | the ωB97M-V functional and the def2-TZVPD basis

Geometry as XYZ:
```
5
Properties=species:S:1:pos:R:3
O 1.270 -0.521 -1.222
O 0.870 1.379 0.357
F 0.431 -0.955 1.096
S 0.501 0.115 -0.201
I -3.073 -0.018 -0.030
```

Summary:
E: -946.11110 Ha
energy above the lowest of the compared OMol25 structures with the same formula, charge and spin: 2.672 eV
strongest force on any atom: 0.047 hartree/bohr
gap between HOMO and LUMO (alpha / beta): 5.217 / 5.211 eV